The following is a DFT calculation (ωB97M-V with the def2-TZVPD basis set) of a structure of composition C6H10N2.

Geometry (Å):
C: -0.285 -0.958 -0.069
C: -1.088 0.413 0.433
C: 0.186 0.893 0.117
C: 0.406 -0.133 -0.931
C: 1.169 0.254 1.008
C: 0.954 -1.018 1.061
H: -0.358 -2.924 -0.719
H: -1.602 -2.402 -1.288
H: -1.559 0.273 1.375
H: -1.618 0.690 -0.502
H: -0.118 2.952 0.714
H: 0.276 2.669 -1.180
H: 1.508 -0.114 -1.015
H: -0.445 0.289 -1.704
H: 1.973 0.877 1.497
H: 1.108 -1.853 1.586
N: -0.953 -2.329 -0.362
N: 0.447 2.419 -0.020

Summary:
Energy above the lowest of the compared OMol25 structures with the same formula, charge and spin (eV): 7.046
E_LUMO (eV): 0.96
E_tot (Eh): -343.877791
Total charge: 0


The following is a DFT calculation (ωB97M-V with the def2-TZVPD basis set) of a structure of composition C38H44Br2F2N3O5SiSr.

Geometry (Å):
Sr: 0.234 -0.259 0.000
C: 3.401 0.250 -1.975
C: 3.730 0.357 -0.512
C: 5.076 0.332 -0.086
C: 5.360 0.388 1.242
C: 4.312 0.488 2.185
C: 4.511 0.501 3.593
Br: 6.263 0.411 4.316
C: 3.448 0.564 4.434
C: 2.136 0.627 3.933
Br: 0.726 0.691 5.186
C: 1.828 0.645 2.578
O: 0.643 0.700 2.102
C: 2.997 0.549 1.684
N: 2.738 0.463 0.337
H: 4.314 0.177 -2.566
H: 2.823 1.111 -2.314
H: 2.791 -0.630 -2.193
H: 5.863 0.249 -0.824
H: 6.384 0.349 1.588
H: 3.597 0.563 5.505
F: -0.301 -1.025 -5.868
C: -0.251 -0.075 -4.891
C: -0.204 -0.445 -3.565
C: -0.148 0.518 -2.544
C: -0.158 1.878 -2.932
C: -0.202 2.187 -4.289
F: -0.200 3.485 -4.741
C: -0.245 1.244 -5.295
C: -0.123 2.932 -1.849
C: -0.172 4.312 -2.090
C: -0.137 5.200 -1.033
C: -0.049 4.726 0.263
C: -0.003 3.354 0.429
N: -0.047 2.486 -0.581
H: -0.216 -1.511 -3.348
H: -0.280 1.539 -6.333
H: -0.237 4.675 -3.099
H: -0.177 6.265 -1.236
H: -0.011 5.384 1.120
H: 0.080 2.903 1.413
C: -5.263 -0.253 0.049
C: -4.643 0.970 0.246
C: -3.258 1.012 0.270
N: -2.502 -0.072 0.112
C: -3.105 -1.245 -0.077
C: -4.483 -1.385 -0.117
H: -6.344 -0.323 0.023
H: -5.212 1.880 0.376
H: -2.728 1.947 0.408
H: -2.443 -2.096 -0.200
H: -4.919 -2.362 -0.274
C: 2.679 -5.956 -1.844
C: 2.712 -4.436 -1.810
C: 1.782 -3.827 -2.848
C: 4.134 -3.936 -2.008
O: 2.329 -3.976 -0.513
Si: 0.864 -3.915 0.258
O: 0.121 -2.528 0.084
O: 0.007 -5.198 -0.366
C: -1.088 -5.909 0.207
C: -2.002 -4.940 0.948
C: -1.824 -6.555 -0.955
C: -0.546 -6.979 1.143
O: 1.185 -4.340 1.816
C: 2.327 -4.212 2.660
C: 2.967 -2.845 2.465
C: 3.289 -5.338 2.319
C: 1.816 -4.355 4.083
H: 3.044 -6.325 -2.807
H: 1.669 -6.332 -1.686
H: 3.323 -6.354 -1.057
H: 2.081 -4.117 -3.860
H: 1.815 -2.737 -2.788
H: 0.752 -4.152 -2.697
H: 4.536 -4.249 -2.975
H: 4.780 -4.327 -1.220
H: 4.162 -2.845 -1.962
H: -2.353 -4.171 0.262
H: -1.484 -4.458 1.778
H: -2.874 -5.465 1.353
H: -2.210 -5.794 -1.636
H: -2.660 -7.164 -0.604
H: -1.141 -7.196 -1.516
H: -0.013 -6.527 1.978
H: 0.147 -7.624 0.599
H: -1.361 -7.594 1.536
H: 3.325 -2.717 1.442
H: 3.814 -2.711 3.146
H: 2.248 -2.058 2.699
H: 3.637 -5.246 1.291
H: 2.784 -6.300 2.428
H: 4.161 -5.326 2.980
H: 1.101 -3.563 4.309
H: 2.635 -4.295 4.804
H: 1.318 -5.320 4.203

Summary:
Energy above the lowest of the compared OMol25 structures with the same formula, charge and spin (eV): 0.292
E_LUMO (eV): 2.35
E_tot (Eh): -7683.296274
Total charge: -1


Repeat the second record exactly.
The following is a DFT calculation (ωB97M-V with the def2-TZVPD basis set) of a structure of composition C38H44Br2F2N3O5SiSr.

Geometry (Å):
Sr: 0.234 -0.259 0.000
C: 3.401 0.250 -1.975
C: 3.730 0.357 -0.512
C: 5.076 0.332 -0.086
C: 5.360 0.388 1.242
C: 4.312 0.488 2.185
C: 4.511 0.501 3.593
Br: 6.263 0.411 4.316
C: 3.448 0.564 4.434
C: 2.136 0.627 3.933
Br: 0.726 0.691 5.186
C: 1.828 0.645 2.578
O: 0.643 0.700 2.102
C: 2.997 0.549 1.684
N: 2.738 0.463 0.337
H: 4.314 0.177 -2.566
H: 2.823 1.111 -2.314
H: 2.791 -0.630 -2.193
H: 5.863 0.249 -0.824
H: 6.384 0.349 1.588
H: 3.597 0.563 5.505
F: -0.301 -1.025 -5.868
C: -0.251 -0.075 -4.891
C: -0.204 -0.445 -3.565
C: -0.148 0.518 -2.544
C: -0.158 1.878 -2.932
C: -0.202 2.187 -4.289
F: -0.200 3.485 -4.741
C: -0.245 1.244 -5.295
C: -0.123 2.932 -1.849
C: -0.172 4.312 -2.090
C: -0.137 5.200 -1.033
C: -0.049 4.726 0.263
C: -0.003 3.354 0.429
N: -0.047 2.486 -0.581
H: -0.216 -1.511 -3.348
H: -0.280 1.539 -6.333
H: -0.237 4.675 -3.099
H: -0.177 6.265 -1.236
H: -0.011 5.384 1.120
H: 0.080 2.903 1.413
C: -5.263 -0.253 0.049
C: -4.643 0.970 0.246
C: -3.258 1.012 0.270
N: -2.502 -0.072 0.112
C: -3.105 -1.245 -0.077
C: -4.483 -1.385 -0.117
H: -6.344 -0.323 0.023
H: -5.212 1.880 0.376
H: -2.728 1.947 0.408
H: -2.443 -2.096 -0.200
H: -4.919 -2.362 -0.274
C: 2.679 -5.956 -1.844
C: 2.712 -4.436 -1.810
C: 1.782 -3.827 -2.848
C: 4.134 -3.936 -2.008
O: 2.329 -3.976 -0.513
Si: 0.864 -3.915 0.258
O: 0.121 -2.528 0.084
O: 0.007 -5.198 -0.366
C: -1.088 -5.909 0.207
C: -2.002 -4.940 0.948
C: -1.824 -6.555 -0.955
C: -0.546 -6.979 1.143
O: 1.185 -4.340 1.816
C: 2.327 -4.212 2.660
C: 2.967 -2.845 2.465
C: 3.289 -5.338 2.319
C: 1.816 -4.355 4.083
H: 3.044 -6.325 -2.807
H: 1.669 -6.332 -1.686
H: 3.323 -6.354 -1.057
H: 2.081 -4.117 -3.860
H: 1.815 -2.737 -2.788
H: 0.752 -4.152 -2.697
H: 4.536 -4.249 -2.975
H: 4.780 -4.327 -1.220
H: 4.162 -2.845 -1.962
H: -2.353 -4.171 0.262
H: -1.484 -4.458 1.778
H: -2.874 -5.465 1.353
H: -2.210 -5.794 -1.636
H: -2.660 -7.164 -0.604
H: -1.141 -7.196 -1.516
H: -0.013 -6.527 1.978
H: 0.147 -7.624 0.599
H: -1.361 -7.594 1.536
H: 3.325 -2.717 1.442
H: 3.814 -2.711 3.146
H: 2.248 -2.058 2.699
H: 3.637 -5.246 1.291
H: 2.784 -6.300 2.428
H: 4.161 -5.326 2.980
H: 1.101 -3.563 4.309
H: 2.635 -4.295 4.804
H: 1.318 -5.320 4.203

Summary:
Energy above the lowest of the compared OMol25 structures with the same formula, charge and spin (eV): 0.292
E_LUMO (eV): 2.35
E_tot (Eh): -7683.296274
Total charge: -1


Q: total charge of number 2 (C38H44Br2F2N3O5SiSr)?
A: -1


Q: Which formula does entry 1 have?
A: C6H10N2